Here is 7 unconnected molecules or ions with the total composition C38H64BBrClN3O25P3 from the OMol25 dataset. Energies are from ωB97M-V/def2-TZVPD.

Values from the calculation:
HOMO-LUMO gap	6.44	eV
HOMO	-0.434	Ha
LUMO energy	-0.1976	Eh
DFT total energy	-207195.8950	eV

Geometry as ORCA input:
```
! RIJCOSX wB97M-V def2-TZVPD def2/J DEFGRID3
* xyz 1 1
C 2.53776 5.89907 3.23272
C 2.67504 6.33127 1.64654
C 1.12000 6.25848 1.03380
C 1.06400 6.60515 -0.56119
N 1.41267 5.49454 -1.50810
C 0.83396 4.15404 -1.15005
C -0.77539 3.90843 -1.01801
P -2.13986 5.26179 -1.31707
O -1.62203 6.35292 -2.62120
Br -2.47285 6.47715 0.62738
C -1.25514 2.36105 -0.62578
B -2.90174 2.16210 -0.50409
O -3.62754 2.64776 0.70424
O -3.56466 1.52784 -1.67836
C -5.01459 1.38713 -1.47095
C -5.43991 0.22188 -0.38896
C -0.15290 1.12113 -0.40305
P -0.90363 -0.56365 0.05016
N -1.65098 -0.35357 1.50885
O 0.18268 -1.88926 0.27196
O -2.05120 -1.08144 -1.20432
N 1.30380 1.47176 -0.58918
P 2.55770 0.21521 -0.43628
O 2.40075 -1.03757 -1.63532
O 2.68367 -0.42111 1.18511
C 1.83776 2.88072 -0.92495
C 3.47492 3.13279 -1.12125
C 4.31417 3.15237 0.28473
C 5.54918 2.02600 0.22356
Cl 3.30886 2.85319 1.81211
H 1.91074 4.88363 3.23439
H 1.89612 6.65670 3.87724
H 3.59664 5.69002 3.73661
H 2.93484 7.49659 1.65696
H 3.43783 5.69279 1.03151
H 0.55971 5.28827 1.36823
H 0.55592 7.15559 1.58556
H 0.02525 7.13387 -0.76229
H 1.87587 7.46348 -0.73968
H 1.02593 5.73177 -2.47051
H -1.51626 5.75087 -3.44039
H -4.19584 3.40509 0.37068
H -5.51137 2.43367 -1.24771
H -5.46639 1.03809 -2.51686
H -4.54714 -0.53061 -0.28563
H -6.35936 -0.34859 -0.83643
H -5.76410 0.68469 0.65226
H -1.49263 0.63050 1.84026
H 0.41598 -1.89901 1.24832
H -1.83578 -2.04725 -1.42186
H 2.70644 -1.91179 -1.20921
H 2.20414 0.15932 1.85835
H 3.92117 2.31847 -1.87176
H 3.69284 4.17577 -1.65976
H 4.87130 4.19732 0.35624
H 5.56610 1.34198 1.17943
H 5.49446 1.34076 -0.72322
H 6.61365 2.56513 0.18474
C -5.20587 0.95329 5.13966
C -5.14417 2.14770 4.20958
C -6.12303 3.22842 4.55688
O -6.34878 3.84981 3.30484
C -6.14810 2.88454 2.35804
O -6.46914 2.99062 1.18637
O -5.54821 1.78197 2.89967
H -4.93179 1.23140 6.16159
H -6.20916 0.51319 5.15061
H -4.52573 0.16738 4.79431
H -4.11915 2.53323 4.15391
H -5.71805 3.94356 5.27840
H -7.08044 2.84806 4.92993
C -2.48836 -5.07017 -2.64729
C -3.55935 -4.92033 -1.58618
C -4.67429 -5.91369 -1.71608
O -5.76503 -5.22684 -1.13021
C -5.52302 -3.89483 -1.31903
O -6.34810 -3.01318 -1.14858
O -4.23728 -3.68261 -1.73221
H -1.98324 -6.03730 -2.56765
H -2.91318 -4.97553 -3.65276
H -1.74238 -4.27431 -2.54915
H -3.10969 -4.94568 -0.58639
H -4.46901 -6.84526 -1.18123
H -4.93284 -6.14774 -2.75476
C 0.07304 -9.67549 0.97903
C 0.13474 -8.48109 0.04896
C -0.84412 -7.40037 0.39625
O -1.06987 -6.77897 -0.85579
C -0.86920 -7.74425 -1.80259
O -1.19023 -7.63817 -2.97426
O -0.26930 -8.84681 -1.26096
H 0.34712 -9.39738 2.00096
H -0.93025 -10.11560 0.98998
H 0.75318 -10.46141 0.63368
H 1.15976 -8.09556 -0.00672
H -0.43914 -6.68522 1.11777
H -1.80154 -7.78072 0.76930
C 5.88842 6.71601 -6.00688
C 5.90297 5.54604 -5.04439
C 4.58630 5.31063 -4.36787
O 4.97326 4.69861 -3.15115
C 6.22546 5.16854 -2.86895
O 6.78486 5.03762 -1.79329
O 6.76391 5.81170 -3.94844
H 5.19931 6.53797 -6.83770
H 5.59666 7.64160 -5.49841
H 6.89146 6.88712 -6.41202
H 6.26503 4.64281 -5.54986
H 3.93198 4.65051 -4.94418
H 4.04457 6.23331 -4.13195
C 8.89193 0.76348 -1.51832
C 8.80686 -0.47586 -0.65100
C 9.07063 -0.21039 0.80044
O 9.57061 -1.45548 1.25265
C 10.16554 -2.04323 0.17142
O 10.89735 -3.01686 0.23164
O 9.83884 -1.39055 -0.98451
H 8.12339 1.49258 -1.24525
H 9.87552 1.23842 -1.43239
H 8.76631 0.49810 -2.57345
H 7.84453 -0.97951 -0.80154
H 8.16436 0.06611 1.34657
H 9.83833 0.55201 0.97322
C -6.70807 -5.77798 1.66704
C -6.79314 -7.01732 2.53436
C -6.52937 -6.75185 3.98580
O -6.02939 -7.99694 4.43802
C -5.43446 -8.58469 3.35678
O -4.70265 -9.55832 3.41701
O -5.76116 -7.93201 2.20085
H -7.47661 -5.04888 1.94011
H -5.72448 -5.30305 1.75298
H -6.83369 -6.04337 0.61191
H -7.75547 -7.52098 2.38382
H -7.43564 -6.47535 4.53193
H -5.76167 -5.98946 4.15859
*
```